(1)
# C20H23N6O

A cluster of 3 separate species, C20H23N6O in total (ωB97M-V/def2-TZVPD, the OMol25 dataset).

XYZ file:
```
50
Properties=species:S:1:pos:R:3:forces:R:3:lowdin_charge:R:1
O 0.27831 -3.53506 -1.37831 0.53 0.15 0.02 0.13
N 0.01108 -2.51311 -2.22974 -0.28 -0.08 0.38 -0.12
C 0.01254 -2.51700 -3.54752 -0.10 -0.18 -0.01 -0.04
N -0.26492 -1.32253 -4.03204 0.07 -0.02 -0.23 0.19
C -0.45114 -0.53802 -2.96291 -0.15 0.06 -0.03 -0.34
N -0.77054 0.73719 -2.99552 -0.06 0.50 -0.10 0.10
C -0.98631 1.55567 -1.81435 0.11 -0.34 0.89 -0.14
C -2.07161 1.03823 -0.83092 0.09 0.24 -0.51 -0.13
C -3.18455 0.20580 -1.41278 -0.26 -0.52 0.32 -0.25
C -3.72594 0.40471 -2.67917 -0.08 0.07 -0.13 -0.05
C -4.76853 -0.38066 -3.16850 0.22 -0.08 0.57 -0.06
C -5.30072 -1.39046 -2.37020 0.36 0.47 -0.23 -0.07
C -4.78732 -1.58170 -1.09427 0.01 -0.07 0.08 -0.08
C -3.73818 -0.80284 -0.61297 -0.20 0.02 -0.64 -0.05
N -0.28310 -1.24425 -1.82205 0.21 0.19 -0.02 0.23
H -0.23736 -3.39729 -0.57053 -0.37 -0.12 -0.08 0.14
H 0.21317 -3.41800 -4.09686 0.04 -0.10 -0.15 0.16
H -0.92306 1.13888 -3.90445 0.05 -0.13 -0.15 0.16
H -1.18532 2.58053 -2.09278 -0.11 0.03 -0.47 0.13
H -0.04746 1.58898 -1.25769 0.11 0.16 0.03 0.12
H -1.57504 0.49191 -0.03035 -0.10 -0.11 0.20 0.09
H -2.49910 1.91219 -0.34457 0.05 0.12 0.13 0.13
H -3.34533 1.19923 -3.30555 0.01 0.09 -0.05 0.11
H -5.16053 -0.19202 -4.15479 -0.05 0.00 -0.11 0.11
H -6.10144 -1.99833 -2.75817 -0.12 -0.13 0.10 0.11
H -5.22116 -2.34662 -0.46676 0.02 -0.06 0.10 0.11
H -3.36394 -0.96903 0.38708 0.05 0.00 0.14 0.11
H -0.33721 -0.95069 -0.85974 0.01 -0.12 0.09 0.17
N -0.00735 3.13835 1.83783 0.06 -0.13 -0.09 0.04
C 0.60640 3.83633 0.88301 -0.12 -0.05 -0.06 -0.18
C 1.98251 3.97604 0.79184 0.01 -0.01 0.02 -0.07
C 2.76899 3.36964 1.75924 0.05 -0.02 -0.02 -0.07
C 2.15089 2.64595 2.76585 -0.07 0.09 -0.01 -0.08
C 0.76624 2.55797 2.75659 -0.08 0.02 0.00 -0.15
H -0.04865 4.30422 0.15406 0.06 0.06 -0.01 0.10
H 2.42414 4.55077 -0.01097 -0.02 0.03 0.01 0.10
H 3.84710 3.45957 1.73012 0.00 -0.01 0.00 0.11
H 2.72799 2.15671 3.53477 0.01 -0.06 -0.01 0.09
H 0.24296 1.99887 3.52470 0.04 0.00 0.03 0.10
N 3.81435 -0.21589 3.08868 0.03 -0.11 0.06 0.05
C 4.44233 -0.74175 4.13944 0.00 0.10 -0.02 -0.14
C 4.50200 -2.10337 4.39810 -0.02 -0.01 -0.03 -0.06
C 3.87483 -2.96805 3.51795 0.00 -0.05 0.01 -0.07
C 3.21713 -2.43707 2.41921 0.00 0.02 0.02 -0.08
C 3.21759 -1.06132 2.25296 -0.01 0.06 -0.03 -0.17
H 4.92083 -0.03164 4.80446 0.02 -0.04 0.03 0.11
H 5.02852 -2.47310 5.26655 0.00 0.02 0.01 0.11
H 3.89962 -4.03721 3.68346 0.00 0.00 0.00 0.11
H 2.71787 -3.07860 1.70490 0.02 0.00 -0.02 0.09
H 2.71840 -0.60214 1.40364 -0.01 -0.03 -0.01 0.09
```
Positions in Å, forces in eV/Å.

Results
Molar mass in g mol⁻¹: 363.4
Highest occupied orbital energy in Eh: -0.4323
Net charge: +1
LUMO level in eV: -3.2
Calculated total energy in hartree: -1179.37267


(2)
# C34H39BiN4O5Sb2

A structure of composition C34H39BiN4O5Sb2 at a distorted geometry (ωB97M-V/def2-TZVPD, the OMol25 dataset).

XYZ file:
```
85
Properties=species:S:1:pos:R:3:forces:R:3:lowdin_charge:R:1
Bi -0.55258 1.41117 -0.20092 -0.20 -0.22 -0.68 1.71
O 3.37836 2.87858 0.43316 -0.08 0.12 -0.12 0.06
C 2.24202 2.72231 0.01217 -0.07 -0.14 0.34 -0.49
N 1.08911 2.60622 0.69546 0.07 0.02 -0.04 -0.10
C 0.80237 3.16436 1.94574 0.11 0.07 0.23 -0.23
C 1.74645 3.78024 2.76441 0.00 -0.07 -0.07 -0.02
C 1.34143 4.43374 3.91740 -0.09 0.01 0.04 -0.09
C -0.00367 4.48651 4.24742 0.11 0.03 0.02 -0.09
C -0.95278 3.86837 3.44779 -0.09 -0.03 -0.02 -0.03
C -0.56399 3.18028 2.30108 0.11 0.12 0.18 -0.25
N -1.44157 2.52321 1.42072 0.15 0.21 0.00 -0.12
C -2.79002 2.72298 1.36838 -0.06 -0.05 0.21 -0.47
O -3.47931 3.19396 2.25495 0.00 0.03 -0.05 0.07
C -3.38936 2.26608 0.06970 -0.39 -0.05 -0.22 -0.28
C -4.71433 2.00825 0.00659 0.16 0.10 0.33 -0.04
C -5.24655 1.51050 -1.22178 -0.05 -0.05 -0.28 -0.08
C -4.46720 1.37641 -2.30188 0.11 -0.04 -0.06 -0.02
C -3.02566 1.74590 -2.28330 -0.30 0.34 0.01 -0.30
N -2.52647 2.16705 -0.99876 0.06 -0.34 -0.37 -0.12
C 1.99004 2.72866 -1.48281 0.15 0.18 -0.38 -0.20
C 3.04942 2.89295 -2.36400 -0.01 -0.11 0.06 0.02
C 2.77778 3.06571 -3.71128 -0.09 0.01 0.07 -0.03
C 1.45323 3.13711 -4.12620 0.05 0.01 -0.01 -0.04
C 0.45182 2.96661 -3.18502 0.07 -0.12 -0.12 -0.11
N 0.71933 2.73004 -1.90267 0.06 0.03 -0.03 -0.01
H 2.78518 3.75624 2.47351 0.01 -0.03 0.01 0.10
H 2.07871 4.91161 4.54917 0.01 -0.01 0.00 0.10
H -0.32219 5.01325 5.13760 -0.02 -0.01 0.00 0.10
H -1.99958 3.92183 3.69823 0.00 -0.06 0.01 0.10
H -5.33095 2.17145 0.87639 0.04 -0.01 0.03 0.11
H -6.29517 1.24652 -1.27611 -0.01 -0.02 -0.03 0.11
H -4.83751 1.00693 -3.24955 -0.08 0.03 0.01 0.11
H -2.81283 2.48398 -3.06072 0.16 -0.04 0.09 0.13
H 4.05204 2.89140 -1.96082 0.01 -0.01 -0.02 0.12
H 3.58459 3.16926 -4.42464 0.00 0.04 0.00 0.11
H 1.19423 3.32988 -5.15774 -0.02 0.00 -0.01 0.11
H -0.58992 3.02853 -3.46424 -0.11 -0.10 -0.02 0.11
C -1.41480 -1.89836 -4.06802 0.17 0.07 0.15 0.00
C -0.77891 -0.54243 -4.33480 -0.12 -0.05 -0.04 -0.53
C -0.29356 -0.42340 -5.77091 -0.08 -0.03 0.06 -0.01
O 0.32481 -0.39872 -3.43927 0.18 0.07 0.19 -0.04
C -1.80689 0.56542 -4.02623 -0.01 -0.08 -0.23 -0.46
O -2.17199 1.35594 -4.86458 -0.02 0.09 0.10 0.11
O -2.23388 0.53986 -2.76370 0.33 0.20 0.36 -0.02
H -0.70315 -2.68481 -4.31906 -0.01 -0.02 -0.02 0.09
H -2.31204 -2.01683 -4.67461 -0.03 -0.04 0.02 0.10
H -1.67852 -1.98067 -3.01404 -0.04 -0.03 -0.03 0.09
H 0.53248 -1.11865 -5.92544 -0.04 -0.04 0.03 0.10
H 0.04573 0.59138 -5.98134 -0.02 0.02 -0.03 0.08
H -1.09357 -0.66523 -6.46810 0.01 0.08 -0.04 0.10
H 0.93815 0.24025 -3.82706 -0.07 -0.06 0.09 0.08
C -2.22846 -2.04250 3.25760 0.19 0.05 -0.38 -0.32
Sb -0.63531 -0.79643 2.46851 -0.12 -0.36 1.38 1.25
C -0.78813 0.56211 4.14156 0.04 0.00 -0.23 -0.31
C 0.97466 -1.90226 3.50976 -0.19 0.21 -0.41 -0.31
C 1.10180 -3.34920 3.17390 0.04 -0.14 0.02 -0.29
C 0.30166 -4.26648 3.85915 -0.04 0.00 -0.04 -0.07
C 0.39016 -5.62870 3.63402 0.01 0.01 0.02 -0.09
C 1.32418 -6.10683 2.72736 -0.03 -0.04 -0.02 -0.09
C 2.12837 -5.21245 2.04352 0.02 0.02 0.00 -0.07
C 2.02833 -3.83192 2.23309 -0.08 -0.12 0.14 -0.30
C 2.90449 -2.92967 1.43722 -0.09 0.31 -0.12 -0.33
Sb 1.85294 -2.02643 -0.27099 0.54 -0.54 -0.26 1.27
C 3.67411 -1.92395 -1.45016 -0.22 0.18 0.10 -0.34
C 1.29942 -3.96534 -1.06309 -0.12 0.29 0.07 -0.31
H -2.12510 -2.11715 4.33841 0.06 0.06 0.01 0.00
H -2.17365 -3.03664 2.81724 -0.04 -0.01 0.00 0.00
H -3.19030 -1.59397 3.01474 0.00 0.02 -0.01 0.00
H -0.86441 -0.01320 5.06360 0.01 -0.09 -0.05 0.01
H -1.66976 1.19037 4.03218 -0.01 0.02 -0.02 0.00
H 0.09133 1.20268 4.18244 -0.01 0.03 0.02 0.01
H 0.71018 -1.77939 4.55901 -0.01 0.05 0.01 0.06
H 1.89349 -1.35019 3.31654 -0.02 0.04 0.07 0.05
H -0.40441 -3.89263 4.59141 0.02 0.00 0.02 0.10
H -0.25236 -6.31207 4.17388 0.02 0.00 0.02 0.10
H 1.43153 -7.17121 2.56242 0.00 0.01 -0.02 0.10
H 2.87390 -5.58927 1.35251 -0.02 0.01 -0.04 0.11
H 3.74851 -3.47975 1.02238 -0.01 0.02 -0.04 0.06
H 3.29266 -2.10005 2.02837 0.06 -0.03 0.00 0.05
H 4.19970 -2.87640 -1.40292 -0.04 -0.04 0.05 0.00
H 4.32081 -1.13540 -1.06549 0.00 0.00 -0.02 0.00
H 3.42880 -1.70421 -2.48867 -0.02 0.02 -0.01 -0.01
H 2.19174 -4.49546 -1.39273 0.03 0.01 0.04 0.01
H 0.61463 -3.85511 -1.90117 -0.01 0.03 -0.04 -0.02
H 0.80611 -4.53277 -0.27582 -0.01 -0.03 -0.01 -0.01
```
Positions in Å, forces in eV/Å.

Results
Molar mass in g mol⁻¹: 1036.2
Highest occupied orbital energy in Eh: -0.2698
ΔE to the lowest compared entry with this formula, charge and spin in kJ/mol: 163.75
LUMO level in eV: -0.5
Calculated total energy in hartree: -2609.32543


(3)
# C4H7NO3

A structure of composition C4H7NO3 at a distorted geometry (ωB97M-V/def2-TZVPD, the OMol25 dataset).

XYZ file:
```
15
Properties=species:S:1:pos:R:3:forces:R:3:lowdin_charge:R:1
C -1.06984 -1.66296 -0.28265 0.10 -0.23 0.14 -0.04
C 0.93025 0.20024 1.35417 0.31 1.99 -0.97 -0.37
C 0.28928 0.65828 -0.46532 1.50 -1.25 6.13 -0.21
C -0.44999 -0.36769 -0.52064 -1.22 1.50 -4.82 -0.08
N 0.66651 1.94804 -0.62230 0.19 -0.19 -0.57 0.13
O 0.45392 -0.78580 2.14056 0.03 -0.23 -0.45 0.07
O -0.74740 0.34985 -2.19424 -0.74 -1.13 0.63 -0.17
O 1.72999 1.00853 1.76087 -0.02 -0.40 0.15 0.04
H 0.96445 -0.79175 2.97251 -0.07 0.23 -0.20 0.13
H -1.40751 1.05045 -2.06951 -0.03 -0.36 0.05 0.03
H 1.26560 2.26143 0.13983 0.05 -0.21 -0.05 0.09
H 1.04553 2.13529 -1.54141 -0.09 0.06 0.00 0.11
H -0.53714 -2.20437 0.49817 -0.01 0.11 0.02 0.08
H -2.10981 -1.54004 0.02405 0.04 -0.02 -0.05 0.10
H -1.02383 -2.25949 -1.19409 -0.03 0.14 -0.02 0.10
```
Positions in Å, forces in eV/Å.

Results
Molar mass in g mol⁻¹: 117.1
Highest occupied orbital energy in Eh: -0.3148
ΔE to the lowest compared entry with this formula, charge and spin in kJ/mol: 572.21
LUMO level in eV: 0.5
Calculated total energy in hartree: -436.92545